DFT (wB97M-V/def2-TZVPD) results for C5H7NO in the gas phase at a distorted geometry.

Structure (XYZ):
```
14
Properties=species:S:1:pos:R:3:lowdin_charge:R:1
H 0.825 -0.633 -2.444 0.101
N 1.952 0.812 -1.452 -0.053
H -0.477 -0.026 3.240 0.091
H 1.545 1.552 -0.878 0.106
C -1.709 -0.303 1.763 -0.281
O -1.285 0.392 2.917 -0.058
H -2.593 0.230 1.403 0.123
C 1.025 0.523 -2.547 -0.053
C 0.180 -0.360 -0.125 -0.007
C 1.242 -0.376 -1.070 -0.328
H 1.909 -1.246 -1.055 0.146
C -0.694 -0.344 0.707 0.020
H 0.097 1.111 -2.453 0.071
H -2.018 -1.332 1.994 0.121
```

Calculated values
**Largest force on an atom**: 1.9 eV/Å
**E_HOMO**: -7.97 eV
**Structure (SMILES)**: OCC#C[C@H]1CN1
**Gap between HOMO and LUMO**: 0.3183 Ha
**Relative energy (zero: lowest compared OMol25 entry of this formula, charge and spin)**: 608.9 kJ/mol